This record from OMol25 describes a 4-piece molecular cluster, C36H68F3N4O5P overall. The level of theory is ωB97M-V with the def2-TZVPD basis set.

```
117
Properties=species:S:1:pos:R:3:mulliken_charge:R:1
C 2.24371 -1.97910 0.75051 -0.587
C 1.22202 -0.85624 0.74387 -0.121
P 0.55968 -0.34243 -0.97210 0.796
C 2.03204 -0.30011 -2.18637 -0.833
C 1.67785 0.39000 -3.63105 -0.119
F 2.99110 0.82421 -4.22079 -0.325
C -0.55196 1.20852 -0.98428 -0.726
C 0.22906 2.63193 -0.75885 0.301
C 0.41957 3.08244 0.80589 -0.898
F 1.55037 2.73713 -1.41982 -0.339
C -0.57220 -1.81376 -1.56244 0.090
O -1.27792 -2.53027 -0.66741 -0.422
N -0.72958 -2.16842 -3.02467 -0.141
C -1.70453 -1.26203 -3.74753 0.477
O -1.36520 -0.19629 -4.50439 -0.367
F -3.18240 -1.55960 -3.69644 -0.236
H 2.59038 -2.54796 1.71251 0.310
H 2.73014 -2.34282 -0.27694 0.076
H 0.86312 -0.39260 1.75966 0.295
H 2.86585 0.39204 -1.68587 0.371
H 2.50210 -1.36466 -2.31026 0.444
H 1.30104 -0.49286 -4.33960 0.238
H 0.89311 1.26934 -3.56310 0.243
H -1.31987 1.10470 -0.07660 0.462
H -1.22976 1.22599 -1.96295 0.511
H -0.45743 3.46842 -1.26252 0.175
H -0.65133 3.25134 1.26640 0.247
H 1.10229 2.35836 1.42314 0.261
H 0.92380 4.16438 0.77919 0.321
H -1.15921 -3.13298 -3.07681 0.430
C -6.48721 3.56211 1.11229 -1.745
C -5.46269 4.01160 2.19318 1.690
C -6.01844 5.26002 2.92724 -1.200
C -5.96706 6.52556 2.07135 -0.521
C -4.56759 6.76396 1.51460 -1.270
C -3.95711 5.53148 0.79742 1.620
N -4.11443 4.26125 1.57833 0.423
O -3.17141 4.29288 2.62456 -0.504
C -4.60035 5.35415 -0.60238 -1.684
C -2.46089 5.85517 0.46599 -1.324
C -5.43296 2.79955 3.18113 -1.857
H -7.29555 2.96302 1.55012 0.467
H -6.99169 4.39547 0.62057 0.312
H -6.01452 2.93769 0.34577 0.342
H -5.45163 5.43957 3.85099 0.382
H -7.05694 5.08439 3.23920 0.345
H -6.68915 6.46756 1.25025 0.304
H -6.27231 7.38611 2.67895 0.385
H -4.59546 7.62368 0.83111 0.366
H -3.91753 7.06613 2.34963 0.380
H -4.25281 4.42898 -1.07873 0.320
H -4.32875 6.18138 -1.26999 0.453
H -5.68847 5.34178 -0.58737 0.306
H -1.88388 6.13623 1.35419 0.366
H -2.38531 6.70169 -0.22691 0.490
H -1.96547 4.99814 -0.00762 -0.068
H -5.09607 1.88952 2.67004 0.458
H -6.43406 2.60132 3.58359 0.425
H -4.78723 2.96297 4.04984 0.354
C -3.68979 -3.49301 1.80343 -1.698
C -2.71233 -3.74411 2.98730 1.975
C -2.34090 -5.24973 3.02456 -1.191
C -3.48424 -6.13250 3.52483 -0.545
C -4.02057 -5.64132 4.86513 -1.206
C -4.37727 -4.13188 4.88534 1.518
N -3.30994 -3.26908 4.28166 0.234
O -2.26460 -3.17617 5.22161 -0.486
C -5.71461 -3.88819 4.13917 -1.639
C -4.71290 -3.73267 6.36226 -1.696
C -1.45117 -2.90849 2.59080 -1.862
H -3.15164 -3.39889 0.85183 0.306
H -4.39698 -4.30887 1.64517 0.282
H -4.25310 -2.56271 1.93798 0.355
H -1.46779 -5.40834 3.67212 0.424
H -2.04106 -5.59031 2.02418 0.303
H -4.29552 -6.16894 2.79033 0.301
H -3.12653 -7.16416 3.62799 0.401
H -4.89873 -6.24104 5.14124 0.376
H -3.26038 -5.85253 5.63237 0.369
H -5.92731 -2.81505 4.05697 0.362
H -6.55600 -4.34263 4.67706 0.449
H -5.74512 -4.31913 3.14030 0.290
H -3.89922 -3.96783 7.05756 0.349
H -5.59226 -4.27677 6.72708 0.415
H -4.93354 -2.66071 6.44271 0.427
H -1.70173 -1.84438 2.50277 0.465
H -1.05649 -3.23649 1.62121 0.339
H -0.62373 -3.00749 3.30065 0.429
C 7.72363 0.92728 -4.88828 -1.675
C 8.29777 0.32210 -3.57522 1.657
C 9.73010 -0.20753 -3.84760 -1.203
C 9.74200 -1.49213 -4.67612 -0.503
C 8.84391 -2.55952 -4.06014 -1.263
C 7.40817 -2.06664 -3.74114 1.624
N 7.38560 -0.74353 -3.03620 0.359
O 7.75225 -0.97635 -1.69596 -0.506
C 6.57520 -1.96551 -5.04520 -1.568
C 6.67676 -3.19290 -2.93500 -1.583
C 8.37464 1.55672 -2.61825 -1.727
H 8.08667 1.94988 -5.05107 0.475
H 8.02077 0.37924 -5.78390 0.314
H 6.62964 0.98420 -4.85962 0.254
H 10.24982 -0.39873 -2.89883 0.372
H 10.32323 0.55633 -4.36850 0.336
H 9.42902 -1.29179 -5.70612 0.298
H 10.76937 -1.87021 -4.74302 0.392
H 8.80500 -3.42711 -4.73307 0.362
H 9.32614 -2.91724 -3.13783 0.365
H 5.59148 -1.52156 -4.84812 0.241
H 6.39925 -2.95740 -5.47990 0.464
H 7.05824 -1.38833 -5.83128 0.290
H 7.21895 -3.48138 -2.02747 0.351
H 6.57858 -4.10581 -3.53447 0.423
H 5.66554 -2.88012 -2.64539 0.264
H 7.37810 1.98454 -2.45471 0.413
H 9.00571 2.34390 -3.04905 0.419
H 8.81100 1.32302 -1.64187 0.362
```

Results
- Gap between HOMO and LUMO (spin up / spin down): 5.765 / 6.344 eV
- HOMO level (spin up / spin down): -0.3966 / -0.4179 Eh
- Total energy: -2647.91700 Ha
- 2S+1: 4
- Net charge: +1
- Maximum force: 0.1965 Eh/bohr


This record from OMol25 describes a 2-piece molecular cluster, C2H8N2O overall. The level of theory is ωB97M-V with the def2-TZVPD basis set.

```
13
Properties=species:S:1:pos:R:3:mulliken_charge:R:1
N 1.04918 0.73357 -1.27725 -0.479
C 0.32560 1.58412 -0.36802 -0.371
O 0.20588 1.10108 0.92864 -0.536
H 0.57337 0.54871 -2.14884 0.209
H 1.98597 1.03980 -1.45633 0.224
H 0.88784 2.54150 -0.27199 0.240
H -0.65967 1.77909 -0.80319 0.292
C -0.30170 -2.11805 0.25572 -0.836
N -1.33871 -1.42673 0.73032 -0.673
H -0.35313 -3.13238 -0.17074 0.247
H 0.70947 -1.70187 0.24020 0.289
H -0.40644 0.33788 0.95063 0.313
H -2.17044 -2.00852 0.70455 0.082
```

Results
- Gap between HOMO and LUMO (spin up / spin down): 3.101 / 7.704 eV
- HOMO level (spin up / spin down): 0.0374 / -0.1336 Eh
- Total energy: -265.66883 Ha
- 2S+1: 2
- Net charge: -1
- Maximum force: 0.0447 Eh/bohr


This record from OMol25 describes the molecule C28H29N3O5. The level of theory is ωB97M-V with the def2-TZVPD basis set.

```
65
Properties=species:S:1:pos:R:3:mulliken_charge:R:1
C 3.48196 4.57484 0.12617 -1.032
C 2.87287 3.91819 -1.10911 -0.433
O 1.56179 3.44379 -0.88715 -0.546
C 1.36046 2.34648 -0.08891 -0.226
C 2.34580 1.46510 0.33267 0.280
C 2.06227 0.33362 1.09864 0.234
C 0.72534 0.14420 1.52347 0.620
C -0.25311 1.02679 1.10816 -0.121
C 0.03271 2.09373 0.26314 -0.492
N -0.98521 2.91496 -0.24745 -0.078
C -2.16293 2.52034 -0.79922 -0.202
O -2.95942 3.32153 -1.24468 -0.674
C -2.37628 1.03598 -0.81455 0.411
C -1.47262 0.22886 -1.45470 -0.043
C -1.60541 -1.17575 -1.35155 0.366
N -2.58834 -1.75416 -0.69622 -0.589
C -3.53029 -0.98297 -0.12563 -0.208
C -4.59364 -1.61754 0.55166 -0.465
C -5.55724 -0.87436 1.17346 -0.511
C -5.50324 0.52840 1.15119 -0.697
C -4.48309 1.17576 0.50923 -0.775
C -3.47826 0.44067 -0.14763 0.972
H -4.44451 2.25386 0.47608 0.431
H -6.27752 1.09590 1.64570 0.423
H -6.37217 -1.36312 1.68726 0.410
H -4.61590 -2.69596 0.55375 0.489
C -0.59532 -2.04064 -1.92134 0.061
C -0.47992 -3.40935 -1.89390 -0.461
C 0.70766 -3.71900 -2.58749 -0.537
C 1.23020 -2.52451 -2.98590 -0.651
O 0.45538 -1.50654 -2.58762 -0.344
H 2.11423 -2.28098 -3.54228 0.540
H 1.11804 -4.69110 -2.76846 0.509
H -1.17035 -4.08449 -1.43426 0.615
H -0.63450 0.64037 -1.99478 0.651
H -0.72884 3.88223 -0.40722 0.288
H -1.26928 0.90514 1.44285 0.605
O 0.47017 -0.91363 2.35202 -0.634
C -0.86938 -1.21523 2.69170 0.113
C -0.85659 -2.50126 3.50332 -1.621
H -0.45678 -3.31569 2.90556 0.313
H -0.23310 -2.37727 4.38440 0.375
H -1.86825 -2.74944 3.81026 0.462
H -1.47228 -1.34964 1.78332 0.008
H -1.30302 -0.39947 3.28661 0.361
N 3.05552 -0.54239 1.52255 0.002
C 4.45558 -0.20753 1.36858 -1.075
C 5.00595 -0.67618 0.01260 -0.312
H 6.08463 -0.51875 -0.04592 0.405
O 4.80066 -2.06098 -0.15922 -0.490
C 3.43215 -2.38773 -0.03788 -0.553
C 2.87808 -1.97089 1.32935 -0.366
H 1.82729 -2.23393 1.40259 0.117
H 3.43352 -2.48916 2.11773 0.245
H 3.36503 -3.46798 -0.17481 0.447
H 2.85588 -1.88586 -0.83144 0.332
H 4.51387 -0.12974 -0.80708 0.258
H 4.61133 0.86154 1.50963 0.483
H 4.99793 -0.74002 2.15833 0.400
H 3.36108 1.63968 0.02146 0.257
H 2.75610 4.65846 -1.90549 0.389
H 3.52055 3.11525 -1.48313 0.273
H 4.47434 4.94915 -0.10922 0.377
H 3.55550 3.86386 0.94572 0.284
H 2.85885 5.40526 0.44857 0.334
```

Results
- Gap between HOMO and LUMO: 7.066 eV
- HOMO level: -0.2665 Eh
- Total energy: -1624.82997 Ha
- 2S+1: 1
- Net charge: 0
- Maximum force: 0.0254 Eh/bohr
- Structure (SMILES): CCOc1cc(N2CCOCC2)c(OCC)cc1NC(=O)c1cc(-c2ccco2)nc2ccccc12


This record from OMol25 describes the molecule C20H22N2O2. The level of theory is ωB97M-V with the def2-TZVPD basis set.

```
46
Properties=species:S:1:pos:R:3:mulliken_charge:R:1
O -0.94647 2.83099 -1.61710 -0.587
C -0.93483 1.91222 -0.55129 0.457
H -0.14401 2.25224 0.11939 0.160
C -2.28877 1.88282 0.18576 -1.254
N -2.38880 1.03753 1.35697 0.176
C -2.15431 -0.38081 1.14169 -0.089
H -1.10710 -0.59837 0.87417 -0.147
C -3.06875 -1.00279 0.08298 -0.592
O -3.02853 -2.40641 0.13640 -0.573
H -2.11195 -2.69644 0.02831 0.277
H -4.10706 -0.72335 0.27476 0.362
H -2.78594 -0.65820 -0.92202 0.217
H -2.36299 -0.88591 2.09052 0.420
C -1.67049 1.53222 2.52557 -1.029
C -0.24077 1.25724 2.47873 0.297
C 0.90802 0.93470 2.35025 0.444
C 2.23095 0.45823 1.96925 -1.199
N 2.11527 -0.18038 0.67726 0.223
C 2.30072 0.43371 -0.54253 0.168
C 2.89061 1.65252 -0.84366 -0.797
C 2.95845 2.02852 -2.17091 -0.679
C 2.45731 1.21602 -3.18475 -0.803
C 1.86809 0.00250 -2.89459 -0.295
C 1.78355 -0.39448 -1.56665 0.306
C 1.21669 -1.54148 -0.91472 1.028
C 0.53335 -2.66182 -1.36838 0.027
C 0.06953 -3.57583 -0.44121 -1.167
C 0.28782 -3.38673 0.92340 -0.433
C 0.96676 -2.28071 1.39842 -0.338
C 1.42948 -1.35544 0.47237 -0.319
H 1.11340 -2.13991 2.45829 0.345
H -0.08841 -4.11762 1.62355 0.359
H -0.46399 -4.45425 -0.77363 0.427
H 0.36456 -2.80997 -2.42442 0.442
H 1.47503 -0.62710 -3.67904 0.451
H 2.52832 1.54711 -4.20991 0.408
H 3.40619 2.97678 -2.42784 0.400
H 3.27932 2.30142 -0.07300 0.322
H 2.93923 1.28758 1.90040 0.383
H 2.60618 -0.26366 2.70342 0.369
H -2.09811 1.04426 3.40974 0.347
H -1.84311 2.60857 2.60870 0.340
H -3.06589 1.56428 -0.51720 0.542
H -2.52761 2.90524 0.49424 0.255
H -0.67567 0.90771 -0.91331 -0.009
H -1.62527 2.56724 -2.24838 0.358
```

Results
- Gap between HOMO and LUMO: 8.665 eV
- HOMO level: -0.2976 Eh
- Total energy: -1035.24795 Ha
- 2S+1: 1
- Net charge: 0
- Maximum force: 0.0137 Eh/bohr
- Structure (SMILES): OCCN(CC#CCn1c2ccccc2c2ccccc21)CCO